{"formula": "C27H40Cl2FeN5Sb", "method": "the ωB97M-V functional and the def2-TZVPD basis", "spin_multiplicity": 5, "homo_ev": [-13.8, -13.9], "charge": 2, "largest_force_ev_per_a": 2.96, "total_energy_ha": -3750.3724, "de_lowest_ev": 1.222, "symbols": ["H", "H", "H", "H", "N", "H", "N", "C", "C", "C", "H", "H", "H", "C", "C", "C", "H", "Fe", "C", "N", "H", "H", "H", "C", "H", "C", "H", "C", "N", "C", "C", "H", "H", "H", "H", "N", "Cl", "H", "H", "H", "C", "C", "H", "C", "C", "H", "H", "H", "C", "C", "H", "C", "C", "H", "C", "C", "C", "Sb", "H", "H", "C", "C", "H", "H", "H", "H", "H", "H", "H", "C", "C", "H", "H", "H", "H", "Cl"], "positions_angstrom": [[-4.213840, -2.315066, 1.498413], [1.859147, -3.392868, -2.665147], [-1.134887, -3.341907, -2.441974], [0.259222, -4.475669, 1.372790], [0.776081, 3.881673, -0.687812], [6.216360, 2.383892, -1.721440], [3.955944, 1.465352, -0.601776], [-2.197125, -3.954686, 0.484089], [5.478483, 4.271689, -2.435390], [-3.600838, 1.546768, 3.173498], [-2.704957, -2.000080, 2.351729], [-3.379913, -0.782651, 1.246596], [-3.363517, -1.272499, -1.365311], [-0.333689, 3.318637, 1.227004], [-3.365347, 2.100673, -1.953797], [0.731719, -2.397705, 1.865043], [0.987182, -4.030251, -1.275090], [-0.409985, 1.352554, 0.470580], [-2.372661, 0.929456, 3.011874], [1.677405, 1.796171, -0.191274], [4.753298, 0.859114, -0.477835], [4.482147, 6.072328, -3.047708], [-0.408227, -1.260712, 3.327319], [5.364627, 3.048145, -1.804526], [-0.234875, -2.625554, -3.769481], [-2.773405, 3.396010, 1.903225], [0.482684, 3.677409, 1.855371], [-0.134349, -2.296650, 3.112111], [-0.310678, 3.409400, -0.061255], [-2.484670, -2.482475, 0.238614], [-3.226625, -1.851321, 1.406347], [1.819765, -3.920933, 0.755993], [0.438801, -2.666156, 3.968431], [-1.033938, -2.906780, 3.046417], [6.433120, 4.574703, -2.842878], [-1.367734, 1.490232, 2.335087], [-3.078802, 3.825997, -1.796238], [2.489962, -1.852158, 2.967969], [-4.313416, 1.851970, -1.491855], [-1.723676, -4.122895, 1.450204], [0.457620, -1.999131, -1.845423], [-3.304109, -2.306888, -1.031895], [-3.142448, -4.507408, 0.483811], [1.156590, -0.763056, -2.397094], [-0.661552, -2.421953, -2.782226], [2.290068, 5.389833, -2.107330], [-1.569161, -4.384071, -0.298420], [2.737823, 0.134232, 0.368069], [3.155420, 4.746336, -2.027849], [2.779053, 1.096078, -0.122363], [2.297368, -2.850149, -1.045719], [1.117285, -3.839488, 1.581300], [1.456323, -3.133794, -1.680373], [2.680600, -1.700757, 1.226775], [3.022837, 3.515819, -1.384989], [4.376952, 5.119256, -2.548597], [-3.814837, 2.786434, 2.586346], [-0.449606, -1.415030, 0.164371], [-2.181162, -0.043324, 3.443087], [-2.939344, -2.923860, -1.847812], [1.782634, 3.086995, -0.758907], [4.134922, 2.677891, -1.279053], [-2.878417, 4.381516, 1.472603], [-4.324892, -2.638189, -0.816314], [-1.417082, -1.644641, -2.904787], [1.613900, -4.242008, 2.470976], [-4.769073, 3.287660, 2.680071], [-3.349110, 1.829257, -3.002657], [1.422406, -0.938888, -3.443896], [-1.559832, 2.729250, 1.828443], [1.978979, -1.544442, 2.050341], [0.530597, 0.130512, -2.359359], [1.734549, -0.482887, 2.152723], [2.080282, -0.564767, -1.856078], [-4.377700, 1.056953, 3.743470], [-2.106703, 1.073559, -1.149134]], "atomic_forces_ev_per_a": [[0.0, 0.0, 0.0], [0.0, 0.0, 0.0], [0.0, 0.0, -0.1], [0.1, 0.0, 0.0], [0.8, 0.4, 0.0], [0.0, 0.0, 0.0], [0.0, -0.1, 0.0], [-0.1, 0.0, 0.0], [0.0, 0.0, 0.0], [0.0, 0.1, 0.0], [-0.1, 0.1, 0.0], [-0.1, 0.0, 0.0], [0.0, 0.0, 0.0], [0.2, 1.3, -0.2], [-0.2, 0.7, -0.1], [-0.5, 0.4, -0.7], [0.1, 0.0, 0.0], [1.7, -2.4, -0.5], [0.0, -0.2, 0.1], [0.1, 0.3, -0.1], [0.0, -0.1, 0.0], [0.0, 0.0, 0.0], [0.0, 0.0, 0.0], [0.0, -0.1, 0.0], [0.0, 0.0, 0.0], [0.2, 0.1, 0.0], [0.0, -0.1, 0.1], [0.0, 0.0, 0.0], [-0.8, 0.2, 0.2], [0.7, 0.4, 0.0], [0.0, -0.1, 0.0], [0.0, 0.0, 0.1], [0.0, 0.0, 0.0], [0.0, 0.0, 0.0], [0.0, 0.0, 0.0], [-0.2, 0.6, 0.1], [0.0, -0.3, 0.0], [0.0, 0.0, 0.0], [0.1, -0.1, 0.1], [-0.1, 0.0, -0.1], [-0.2, 0.2, 0.6], [-0.1, -0.1, 0.0], [0.0, 0.0, 0.0], [0.0, 0.0, 0.0], [0.1, 0.0, 0.0], [0.0, 0.0, 0.0], [0.0, 0.0, 0.0], [0.1, 0.0, 0.0], [-0.1, 0.0, 0.0], [0.0, -0.2, 0.1], [0.0, 0.0, 0.0], [0.1, -0.1, 0.1], [-0.1, 0.0, -0.1], [0.0, 0.1, 0.0], [0.3, -0.2, 0.0], [0.0, 0.0, 0.0], [0.0, -0.1, 0.0], [0.1, -1.3, -0.1], [0.0, 0.0, -0.1], [-0.1, 0.1, 0.1], [-0.6, 0.0, 0.2], [-0.2, 0.4, -0.1], [0.0, 0.0, 0.0], [0.0, 0.0, 0.0], [0.0, 0.0, 0.0], [0.0, 0.0, 0.0], [0.0, 0.0, 0.0], [0.1, -0.1, 0.0], [0.0, 0.0, 0.0], [-0.9, 0.7, 1.0], [0.0, -0.1, 0.0], [0.0, 0.0, -0.1], [0.0, 0.0, 0.0], [0.1, 0.0, 0.0], [0.0, 0.0, 0.0], [-0.8, -0.3, -0.8]], "mulliken_spin": [0.000, 0.000, 0.000, 0.000, 0.002, 0.000, 0.008, -0.003, 0.000, 0.015, 0.001, 0.001, -0.001, -0.043, 0.009, -0.002, 0.000, 3.702, 0.018, 0.069, -0.001, 0.000, -0.001, -0.001, 0.001, 0.014, -0.007, 0.000, 0.031, 0.020, 0.000, 0.000, 0.000, 0.000, 0.000, 0.065, 0.001, 0.000, 0.001, 0.000, 0.005, 0.003, 0.001, 0.009, 0.003, 0.000, 0.000, 0.008, 0.003, -0.011, 0.001, -0.002, 0.000, 0.001, 0.000, 0.001, 0.005, 0.031, 0.004, 0.000, -0.005, -0.004, 0.001, 0.000, 0.000, 0.001, 0.001, 0.003, 0.000, -0.009, 0.008, 0.004, 0.003, -0.001, 0.000, 0.039]}